Below is an isolated molecule of C6H12S2, with properties calculated with ωB97M-V/def2-TZVPD.

Geometry (Å):
C 2.26256 -0.41271 1.08216
S 1.61860 -0.41101 -0.61480
C -0.13496 -0.27231 -0.40722
S -0.82400 1.35330 -0.62537
C -0.11534 2.35214 0.69424
C -0.92442 -1.37235 -1.12527
C -0.81293 -1.36622 0.37038
C -2.04339 -1.11729 1.18500
H 1.88524 0.49758 1.58617
H 3.36762 -0.39133 0.95716
H 1.95872 -1.30078 1.70222
H -0.20320 1.78040 1.62266
H 0.95702 2.53982 0.51822
H -0.64959 3.28700 0.70250
H -1.88447 -1.06008 -1.53949
H -0.37284 -2.11104 -1.65655
H -0.14854 -2.08141 0.82680
H -2.54633 -2.05756 1.42478
H -2.70028 -0.35784 0.71647
H -1.76601 -0.68886 2.18606

Values from the calculation:
Energy relative to the best compared isomer or geometry (same formula, charge and spin) ... 108.8 kJ/mol
2S+1 ... 1
SMILES ... CSC1(SC)C[C@@H]1C
E_LUMO ... 0.8 eV
Orbital gap ... 9.04 eV
HOMO ... -8.22 eV